Computed, not measured: a single C5H11N molecule, with ωB97M-V/def2-TZVPD.

Structure (XYZ):
```
17
Properties=species:S:1:pos:R:3:nbo_charge:R:1
C 1.2326 -1.7930 -0.0048 -0.437
C 0.0161 -1.4651 0.4241 -0.186
C -0.2060 -0.2264 1.2377 -0.241
N -0.3016 0.7478 0.1684 -0.450
C 0.9061 1.0691 -0.5800 -0.413
C -1.6028 0.9237 -0.4424 -0.407
H 1.4045 -2.2994 -0.9484 0.200
H 2.1020 -1.5032 0.5790 0.186
H -0.8902 -1.8081 -0.0768 0.192
H 0.6236 0.0541 1.8995 0.197
H -1.1245 -0.2049 1.8445 0.201
H 0.8819 2.1433 -0.7617 0.198
H 1.8315 0.8721 -0.0153 0.209
H 1.0676 0.5557 -1.5516 0.179
H -1.6666 0.6541 -1.5097 0.183
H -1.9117 1.9683 -0.3306 0.189
H -2.3626 0.3120 0.0682 0.200
```

SMILES	C=CCN(C)C
electronic energy	-251.78958	hartree
highest occupied orbital energy	-7.850	eV
frontier orbital gap	0.328	Eh
ΔE to the lowest compared entry with this formula, charge and spin	45.8	kcal/mol

Computed, not measured: a gas-phase ion, C4HCl2N2O2 (charge -1) at a distorted geometry, with ωB97M-V/def2-TZVPD.

Structure (XYZ):
```
11
Properties=species:S:1:pos:R:3:nbo_charge:R:1
C -0.3234 -0.5947 0.0292 0.204
C 2.0314 -0.5555 0.0445 0.003
C 2.2715 0.6366 -0.6740 -0.204
C -2.1249 0.7650 0.2881 0.823
N 0.8699 -1.1425 0.0491 -0.444
N -0.7227 0.5591 0.5446 -0.377
O -2.5408 1.5722 -0.4739 -0.691
O -2.7128 -0.1112 1.0047 -0.725
Cl 3.4003 -1.5300 0.0660 0.005
Cl 1.0310 1.7205 -0.5720 0.216
H -1.1796 -1.3197 -0.3064 0.189
```

electronic energy	-1333.30171	hartree
highest occupied orbital energy (alpha / beta)	-4.503 / -4.822	eV
frontier orbital gap (alpha / beta)	0.232 / 0.246	Eh
net charge	-1

Computed, not measured: a molecular structure, C41H52INO5SeW, with ωB97M-V/def2-TZVPD.

Structure (XYZ):
```
102
Properties=species:S:1:pos:R:3:mulliken_charge:R:1
W -0.5859 -0.8465 -1.2507 -0.385
C 3.4811 4.8945 1.4613 -1.595
C 1.9545 5.0161 1.3544 1.928
C 1.6076 6.4100 0.8343 -2.144
C 1.3304 4.8428 2.7465 -1.566
C 1.4239 3.9133 0.4398 -0.552
C 1.6741 2.5780 0.7596 -0.637
C 1.1621 1.5969 -0.0604 0.851
Se 1.5749 -0.2508 0.1223 0.426
C 0.7638 -0.9106 1.6982 0.981
C 1.2112 -0.6102 2.9749 -0.737
C 0.6553 -1.2912 4.0485 -0.492
C -0.2953 -2.2818 3.7717 -0.378
C -0.7405 -2.6328 2.5006 -0.492
C -0.1737 -1.9020 1.4514 0.087
O -0.5316 -2.1283 0.1376 -0.102
C -1.8003 -3.7123 2.2734 2.032
C -2.2089 -4.3824 3.5863 -2.381
C -1.2567 -4.8026 1.3377 -1.453
C -3.0552 -3.0656 1.6674 -1.123
C 1.0555 -1.0161 5.4961 1.987
C 1.6402 -2.2986 6.1058 -1.600
C -0.1902 -0.5905 6.2858 -1.562
C 2.0957 0.0986 5.5941 -2.108
C 0.4491 1.8817 -1.2251 -0.030
O 0.0314 0.8113 -1.9817 -0.181
C 0.1849 3.1994 -1.5861 -0.819
C 0.6981 4.1734 -0.7194 -0.123
C -0.6043 3.5758 -2.8416 2.296
C 0.1596 3.0809 -4.0782 -1.190
C -2.0167 2.9726 -2.7920 -1.341
C -0.7693 5.0915 -2.9744 -2.407
H 3.8670 5.6798 2.1120 0.463
H 3.9579 4.9993 0.4854 0.372
H 3.7879 3.9378 1.8876 0.310
H 2.0069 7.1578 1.5196 0.440
H 0.5290 6.5690 0.7741 0.407
H 2.0447 6.6028 -0.1472 0.432
H 1.7166 5.6048 3.4244 0.460
H 1.5659 3.8693 3.1815 0.291
H 0.2440 4.9450 2.7084 0.357
H 2.2572 2.3218 1.6347 0.533
H 1.9723 0.1417 3.1285 0.520
H -0.7098 -2.8190 4.6116 0.554
H -1.3682 -4.8867 4.0656 0.442
H -2.9654 -5.1381 3.3743 0.460
H -2.6445 -3.6773 4.2961 0.420
H -0.3509 -5.2506 1.7496 0.344
H -1.0347 -4.4263 0.3406 0.042
H -2.0011 -5.5943 1.2393 0.492
H -3.5048 -2.3547 2.3644 0.310
H -3.7983 -3.8344 1.4492 0.518
H -2.8266 -2.5455 0.7359 -0.402
H 0.8981 -3.0962 6.1620 0.343
H 1.9859 -2.0997 7.1207 0.470
H 2.4883 -2.6653 5.5249 0.354
H -0.9594 -1.3635 6.2876 0.329
H -0.6253 0.3226 5.8744 0.354
H 0.0801 -0.3961 7.3244 0.468
H 3.0216 -0.1538 5.0724 0.403
H 2.3515 0.2636 6.6403 0.449
H 1.7158 1.0444 5.1994 0.394
H 0.5129 5.2046 -0.9714 0.613
H 0.3326 2.0068 -4.0466 -0.079
H 1.1281 3.5767 -4.1565 0.381
H -0.4091 3.3110 -4.9811 0.474
H -2.0113 1.8908 -2.6569 -0.025
H -2.5356 3.1894 -3.7277 0.493
H -2.5989 3.4188 -1.9833 0.306
H 0.1852 5.6057 -3.0939 0.467
H -1.2952 5.5234 -2.1215 0.473
H -1.3631 5.3013 -3.8647 0.449
O -0.8679 -2.7903 -2.2064 -0.581
C 0.3068 -2.7535 -2.6852 1.469
O 0.9751 -1.7089 -2.2962 -0.605
C 0.8494 -3.7248 -3.6074 0.180
C 2.1849 -3.6375 -4.0062 -0.284
C 2.6838 -4.5719 -4.8940 -0.836
C 1.8534 -5.5765 -5.3794 -0.381
C 0.5226 -5.6615 -4.9822 -0.946
C 0.0150 -4.7371 -4.0898 -0.246
H 2.8178 -2.8510 -3.6175 0.516
H 3.7174 -4.5256 -5.2075 0.445
H 2.2498 -6.3047 -6.0747 0.430
H -0.1078 -6.4516 -5.3656 0.450
H -1.0134 -4.7897 -3.7572 0.532
I -3.6818 -1.4427 -1.9558 0.367
C -2.6112 -0.9610 -3.6480 0.060
C -3.1328 -0.9540 -4.9230 -0.728
C -2.2732 -0.6461 -5.9697 -0.369
C -0.9450 -0.3531 -5.7034 -1.194
C -0.5048 -0.3666 -4.3951 -0.629
N -1.3307 -0.6706 -3.3845 1.158
H -4.1736 -1.1864 -5.0950 0.553
H -2.6422 -0.6337 -6.9868 0.490
H -0.2512 -0.1097 -6.4948 0.553
H 0.5150 -0.1342 -4.1290 1.028
C -1.9742 0.8178 1.1088 -0.743
O -1.4769 0.2070 -0.0804 0.497
H -2.8278 1.4273 0.8179 0.383
H -1.1863 1.4488 1.5188 0.209
H -2.2626 0.0400 1.8130 0.150
```

electronic energy	-4790.29317	hartree
highest occupied orbital energy	-13.727	eV
frontier orbital gap	0.246	Eh
net charge	+2
ΔE to the lowest compared entry with this formula, charge and spin	18.6	kcal/mol

Computed, not measured: a molecular structure, C13H18Cl5CoI2OP2 at a distorted geometry, with ωB97M-V/def2-TZVPD.

Structure (XYZ):
```
42
Properties=species:S:1:pos:R:3:lowdin_spin:R:1
I 2.8126 -1.5556 0.3705 -0.022
I -2.2553 -0.9677 -0.3594 0.000
Co 0.3712 -0.9426 -0.0374 1.931
P 0.8975 0.4080 -1.7153 -0.005
C 1.3644 2.1253 -1.2744 0.024
C 2.4031 0.0130 -2.6846 -0.009
H 2.4636 0.6572 -3.5711 -0.001
H 0.1056 1.1861 -3.8715 0.001
H 2.3461 -1.0295 -3.0051 0.000
H -0.6230 -0.3695 -3.3966 0.000
H 2.0867 2.0974 -0.4542 0.001
H 3.2967 0.1442 -2.0659 0.000
C -0.3417 0.6259 -3.0445 0.013
H 1.5531 2.8458 -2.0907 0.003
H -1.2234 1.1539 -2.6752 0.003
H 0.5409 2.6223 -0.8323 0.012
P -0.1634 -2.9487 1.2591 -0.067
C -0.3161 -2.6215 3.0769 -0.014
C -1.7674 -3.8032 0.8921 -0.003
H 1.2029 -4.5953 0.1601 0.000
H 0.5424 -5.2760 1.6774 -0.001
H 1.9240 -4.1137 1.7139 0.001
C 0.9904 -4.3854 1.2127 -0.001
H -1.8008 -3.9866 -0.1845 0.001
H -1.8424 -4.7591 1.4190 -0.001
H -0.5732 -3.5289 3.6398 -0.003
H -1.0862 -1.8558 3.2369 0.000
H -2.6069 -3.1536 1.1679 0.000
H 0.6422 -2.2229 3.4327 0.000
C 0.3952 0.0068 1.3954 0.094
O 0.3316 0.1823 2.6094 0.016
Cl 1.7980 2.8361 1.7991 0.168
C 0.2355 2.8064 1.1583 0.481
C -0.6042 1.3754 0.0162 0.246
C -1.7456 2.1411 -0.2326 0.368
Cl -3.1221 2.0024 0.8210 0.120
C -1.7800 3.4064 -0.8485 0.294
Cl -3.0052 3.8973 -1.9532 0.126
C -1.2488 4.3622 0.0050 0.027
Cl -1.7828 6.0002 -0.0657 0.009
C -0.4336 3.9865 1.0980 0.114
Cl 0.0184 5.2334 2.2014 0.071
```

2S+1	5
electronic energy	-5542.25392	hartree
highest occupied orbital energy (alpha / beta)	-14.520 / -14.671	eV
frontier orbital gap (alpha / beta)	0.196 / 0.157	Eh
net charge	+2

Computed, not measured: a molecular structure, CH4AsF6KO at a distorted geometry, with ωB97M-V/def2-TZVPD.

Structure (XYZ):
```
14
Properties=species:S:1:pos:R:3:lowdin_spin:R:1
K -3.0128 -0.6177 -0.6423 0.001
As 1.0903 -0.7003 -1.5819 0.000
F 2.8514 -0.3693 -1.2298 0.000
F 1.2171 0.1913 -3.0720 0.000
F -0.6486 -1.0673 -1.9213 0.000
F 0.8183 -1.5972 -0.0532 0.001
F 0.5676 0.9195 -0.7956 0.002
F 1.7087 -2.2416 -2.3203 0.000
C -0.6769 0.8530 2.2420 0.188
O -1.4867 1.1179 1.1825 0.637
H -0.3812 1.7520 2.7827 0.107
H -1.1850 0.2980 3.0306 0.026
H 0.1615 0.1916 2.0233 0.031
H -1.0237 1.2700 0.3554 0.006
```

2S+1	2
electronic energy	-3550.36346	hartree
highest occupied orbital energy (alpha / beta)	-15.139 / -15.138	eV
frontier orbital gap (alpha / beta)	0.380 / 0.131	Eh
net charge	+1

Computed, not measured: 2 unconnected molecules or ions with the total composition C6H13NO2 at a distorted geometry, with ωB97M-V/def2-TZVPD.

Structure (XYZ):
```
22
Properties=species:S:1:pos:R:3:nbo_charge:R:1
N 0.7791 0.6859 3.3727 -0.799
C 1.4055 0.6830 2.1787 0.552
O 2.5955 0.4934 2.0242 -0.587
C 0.4720 0.9908 1.0042 0.355
O -0.7441 1.1169 1.1766 -0.548
H 1.3025 0.4962 4.2117 0.410
H -0.2036 0.9022 3.4108 0.417
H 0.9994 1.4876 0.1765 0.160
C -1.8366 -0.8593 -0.7672 -0.653
C -0.6017 -0.6797 -1.5697 -0.112
C -0.4626 0.6827 -2.2021 -0.635
C 0.8605 -1.0806 -0.5651 -0.694
H -2.0042 -1.8940 -0.4814 0.210
H -2.7184 -0.4607 -1.2688 0.207
H -1.7150 -0.1991 0.1302 0.243
H -0.4677 -1.4716 -2.3070 0.198
H -0.6722 1.4644 -1.4759 0.210
H 0.5263 0.8316 -2.6317 0.210
H -1.1976 0.7891 -3.0022 0.213
H 1.5869 -0.9593 -1.3657 0.205
H 0.6998 -2.1449 -0.4026 0.207
H 1.3963 -0.8748 0.3537 0.231
```

SMILES	NC(=O)C=O.CC(C)C
electronic energy	-441.58591	hartree
highest occupied orbital energy	-9.928	eV
frontier orbital gap	0.362	Eh
ΔE to the lowest compared entry with this formula, charge and spin	59.0	kcal/mol

Computed, not measured: 2 unconnected molecules or ions with the total composition C16H25BCl4O2Si at a distorted geometry, with ωB97M-V/def2-TZVPD.

Structure (XYZ):
```
49
Properties=species:S:1:pos:R:3:nbo_charge:R:1
Cl -1.2590 3.9274 2.9024 -0.222
B 0.3150 3.4092 2.0950 0.405
Cl 0.2403 3.8479 0.2445 -0.285
Cl 1.8547 4.1658 2.8304 -0.245
O 0.4327 1.9546 2.2358 -0.639
C 1.2750 1.2379 1.5391 0.541
C 2.3011 0.5710 2.3193 -0.226
C 3.5255 0.2014 1.7212 -0.097
C 4.5490 -0.3464 2.4899 -0.249
C 4.3489 -0.5572 3.8642 0.017
Cl 5.5915 -1.2535 4.8109 0.066
C 3.1339 -0.2005 4.4731 -0.241
C 2.1167 0.3569 3.7101 -0.082
H 1.5202 1.5223 0.5058 0.235
H 3.6522 0.3811 0.6522 0.232
H 5.5062 -0.6056 2.0447 0.242
H 2.9969 -0.3505 5.5401 0.243
H 1.1827 0.6663 4.1770 0.252
C -3.4233 0.5670 0.5220 -0.592
C -2.7480 0.6456 -0.8423 -0.124
C -3.6279 0.0094 -1.9093 -0.594
C -2.5186 2.1091 -1.1975 -0.602
C -1.4067 -0.1028 -0.7652 0.462
C -0.4326 0.2384 0.1451 -0.668
O -1.3169 -1.1291 -1.6074 -0.859
Si -0.1510 -2.0411 -2.4327 1.897
C -0.2160 -3.7271 -1.6619 -1.147
C -0.8321 -2.0649 -4.1681 -1.140
C 1.4979 -1.2050 -2.3342 -1.154
H -2.8008 1.0344 1.2916 0.218
H -4.3909 1.0838 0.4984 0.210
H -3.5991 -0.4822 0.7897 0.206
H -3.1620 0.0834 -2.8989 0.210
H -3.8364 -1.0414 -1.6799 0.212
H -4.5877 0.5377 -1.9572 0.209
H -2.0158 2.1869 -2.1689 0.205
H -3.4838 2.6287 -1.2647 0.209
H -1.8996 2.6179 -0.4509 0.234
H 0.4038 -0.4327 0.3613 0.212
H -0.6782 1.1453 0.6799 0.251
H 0.5674 -4.3629 -2.0968 0.239
H -0.0653 -3.6800 -0.5757 0.245
H -1.1904 -4.1975 -1.8532 0.250
H -0.0850 -2.4884 -4.8539 0.236
H -1.7391 -2.6833 -4.2193 0.247
H -1.0860 -1.0531 -4.5139 0.248
H 2.2106 -1.7933 -2.9308 0.244
H 1.4528 -0.1908 -2.7546 0.255
H 1.8773 -1.1402 -1.3064 0.233
```

electronic energy	-2930.40782	hartree
highest occupied orbital energy	-8.727	eV
frontier orbital gap	0.239	Eh
ΔE to the lowest compared entry with this formula, charge and spin	24.2	kcal/mol

Computed, not measured: a molecular structure, C5H16ClOPTa at a distorted geometry, with ωB97M-V/def2-TZVPD.

Structure (XYZ):
```
25
Properties=species:S:1:pos:R:3:nbo_charge:R:1
C 0.5466 2.7497 -0.5983 -0.638
C -0.0578 1.1935 -0.4894 -0.223
C -1.4466 1.2245 -1.4096 -0.645
C -0.4784 0.9149 1.0541 -0.423
C -0.9834 -0.5573 1.4656 -1.078
Ta -0.3521 -2.3726 0.2326 1.862
P 2.1667 -2.1805 0.8135 0.389
O 3.0588 -2.5210 -0.6791 -0.972
Cl 2.7632 -0.2233 1.3485 -0.367
H 1.3295 2.9523 0.2472 0.209
H -0.3065 3.5561 -0.6788 0.198
H 1.1493 2.7538 -1.6288 0.198
H 0.7802 0.5082 -0.9330 0.239
H -2.0679 2.1715 -1.0459 0.189
H -1.2299 1.2248 -2.5615 0.215
H -2.0766 0.2793 -1.0531 0.235
H 0.4057 1.2836 1.7674 0.210
H -1.3705 1.6721 1.2993 0.182
H -0.6499 -0.7523 2.5957 0.241
H -2.1761 -0.5373 1.5123 0.243
H -0.1688 -1.4127 -1.3772 -0.443
H 0.0620 -3.8875 -0.7435 -0.426
H -0.6392 -3.5024 1.6989 -0.463
H -2.1227 -2.6368 -0.2285 -0.404
H 3.8645 -1.9007 -0.6084 0.473
```

electronic energy	-1133.67539	hartree
highest occupied orbital energy	-4.154	eV
frontier orbital gap	0.244	Eh
net charge	-1